[1]
{"formula": "C34H96N8O10", "method": "wB97M-V/def2-TZVPD", "symbols": ["H", "H", "H", "C", "H", "N", "H", "O", "H", "C", "H", "H", "H", "H", "H", "H", "C", "O", "H", "H", "C", "H", "O", "H", "C", "H", "H", "H", "C", "C", "H", "C", "H", "H", "H", "H", "H", "C", "H", "H", "C", "C", "N", "H", "O", "H", "H", "H", "H", "C", "O", "H", "H", "H", "H", "C", "H", "H", "N", "C", "H", "C", "H", "H", "C", "O", "H", "C", "C", "C", "H", "N", "H", "H", "H", "H", "H", "H", "O", "H", "H", "H", "C", "C", "H", "C", "H", "C", "H", "H", "H", "H", "H", "H", "H", "N", "H", "C", "H", "H", "H", "O", "N", "H", "H", "H", "C", "H", "H", "H", "C", "H", "O", "H", "C", "H", "H", "C", "H", "C", "H", "C", "H", "H", "H", "H", "H", "H", "C", "H", "C", "H", "O", "H", "C", "H", "H", "N", "H", "H", "H", "H", "C", "H", "H", "H", "N", "H"], "coordinates": [[-6.574, -1.927, 2.904], [-8.874, -4.340, 1.394], [4.067, 1.388, -4.628], [2.903, -0.446, -3.023], [4.721, -3.862, 2.111], [-0.622, -2.968, -4.284], [4.926, 0.628, -7.220], [3.844, -0.325, -5.700], [-2.870, -1.365, -2.319], [-1.079, -2.392, -3.010], [2.518, -2.065, 2.812], [-5.372, 3.516, 1.020], [2.648, 0.588, 1.629], [4.754, -1.393, -3.518], [-2.976, 3.861, 3.574], [-0.449, -1.519, -2.813], [2.079, 0.345, 5.159], [1.631, 0.082, 3.849], [-1.001, 3.205, 3.474], [3.811, 0.433, 0.474], [3.738, -4.271, 1.839], [-4.639, 4.297, 3.768], [-1.466, 4.716, 1.541], [1.561, -1.933, 1.368], [-7.501, -2.482, 2.740], [-2.706, 3.204, 0.771], [4.676, 1.206, -2.119], [0.605, 4.665, 1.144], [-4.423, -3.092, -0.291], [-3.940, 3.823, 3.073], [-4.696, 1.682, -3.552], [4.551, 0.405, -4.707], [2.773, -0.966, -2.068], [1.585, -0.333, 5.864], [-1.599, 4.782, -3.991], [-7.865, -1.656, 0.770], [-1.036, 0.834, -4.373], [-1.077, -3.291, 0.547], [-1.333, 1.992, 4.805], [1.993, -6.534, 1.243], [2.018, -2.659, 2.044], [-2.522, -1.898, -3.199], [3.306, 1.100, 1.050], [0.601, 0.282, 0.070], [-1.242, -2.533, -0.632], [-1.352, -2.677, 1.406], [-1.881, 5.025, -2.234], [-6.380, -4.306, 0.917], [-4.001, 0.662, -4.828], [-2.015, 2.370, -2.596], [2.580, 2.716, -1.281], [3.254, 1.121, -7.128], [-8.386, -1.990, 3.135], [2.790, 3.494, 2.073], [-4.142, -4.069, 0.129], [-0.959, -3.323, -1.798], [0.298, 1.524, 2.276], [2.256, -0.937, -3.755], [-1.714, 0.872, 2.477], [3.928, 0.265, -6.963], [3.541, -0.438, -7.702], [-2.622, 2.094, -3.981], [3.328, -4.540, 2.823], [-4.828, -3.397, -1.261], [3.909, -5.558, 1.054], [-0.907, 3.255, -2.656], [-3.590, 0.305, -3.187], [5.241, 1.067, 2.551], [-0.072, 0.677, -0.702], [7.157, 1.094, 3.922], [-6.938, -3.511, -0.542], [-1.618, 1.500, -4.881], [3.760, 4.311, -1.855], [-1.333, -3.658, -4.538], [-1.621, 0.150, 1.769], [3.593, 4.137, -0.081], [-1.234, -0.871, -0.632], [-7.307, -3.448, 3.212], [2.988, -3.271, 1.188], [-2.921, 3.035, -4.442], [-2.094, 1.716, 2.072], [6.831, 0.316, 4.623], [-3.873, 4.682, 1.827], [3.381, 2.826, 2.704], [-1.609, 1.442, -2.189], [-6.592, -3.319, 0.481], [4.573, -5.316, 0.209], [3.095, 3.997, -1.043], [3.991, 3.400, 3.402], [5.596, 0.584, -4.977], [-3.164, -2.747, -3.458], [-0.070, 1.762, -0.745], [4.712, 0.377, 3.226], [-4.307, 2.815, 2.885], [-3.526, -2.489, -0.353], [-5.127, 4.499, 1.080], [0.379, 0.308, -1.635], [-0.654, 2.332, 4.022], [-1.816, -4.101, 0.627], [2.065, -5.409, -0.112], [2.642, 2.179, -0.463], [-5.447, -2.502, 0.485], [4.551, -6.529, 1.938], [2.296, 4.754, -1.065], [2.483, 0.547, -2.842], [-2.635, -1.244, -4.066], [4.387, -0.373, -3.408], [-0.246, 5.092, -2.911], [0.286, 2.611, 4.514], [7.815, 1.743, 4.499], [-2.685, 4.289, 0.950], [2.616, 2.304, 3.282], [6.129, 1.829, 3.331], [0.029, -3.790, -1.778], [-3.808, 1.132, -3.865], [2.905, -6.937, -0.231], [-0.385, 4.489, -0.240], [-0.394, 1.182, 3.059], [3.164, 0.268, 5.182], [0.218, -0.055, 3.711], [-5.088, 4.853, 0.131], [-0.350, 4.243, 0.830], [5.388, -6.119, 2.350], [0.181, -3.563, -4.065], [4.952, -7.280, 1.381], [-0.192, -0.232, 4.710], [1.339, -3.438, 2.389], [5.034, -0.241, -1.481], [4.228, 1.929, 1.808], [-0.316, 3.153, 0.945], [-1.214, 4.596, -2.987], [-3.904, 5.747, 2.065], [-1.369, 0.110, -0.645], [7.764, 0.623, 3.140], [2.642, -6.135, 0.461], [-2.728, 4.772, -0.034], [-0.123, -3.795, 0.701], [5.105, 0.309, -2.329], [4.787, 2.606, 1.156], [1.849, 1.341, 5.559], [-9.702, -2.953, 1.454], [-0.922, 2.212, -5.097], [-7.726, -2.641, 1.219], [-1.732, -4.097, -1.858], [5.800, 0.458, 1.826], [0.045, -0.948, 3.105], [-8.951, -3.425, 0.962], [-2.762, 2.785, -1.906]], "homo_energy_ev": -8.919, "de_lowest_kcal_mol": 10.2, "homo_lumo_gap_ev": 9.38, "charge": 0, "lumo_ha": 0.0170, "smiles": "COC[C@H](C)N.COC[C@H](C)N.COC[C@H](C)N.COC[C@H](C)N.COC[C@H](C)N.COC[C@H](C)N.COC[C@H](C)N.COC[C@H](C)N.CO.CO", "fmax_ev_per_a": 1.68}

=====

[2]
{"formula": "C34H96N8O10", "method": "wB97M-V/def2-TZVPD", "symbols": ["H", "H", "C", "H", "H", "H", "H", "H", "H", "C", "C", "C", "H", "H", "C", "C", "H", "H", "H", "C", "C", "H", "O", "H", "H", "H", "C", "H", "C", "N", "O", "N", "H", "H", "H", "H", "H", "C", "H", "C", "H", "H", "H", "H", "H", "H", "H", "H", "H", "H", "H", "O", "C", "H", "H", "H", "C", "H", "C", "H", "H", "H", "H", "N", "O", "H", "H", "H", "C", "O", "H", "O", "H", "C", "H", "H", "H", "H", "H", "H", "N", "C", "H", "H", "C", "C", "H", "H", "H", "H", "H", "H", "H", "H", "H", "C", "C", "C", "H", "C", "H", "C", "H", "H", "H", "C", "N", "N", "N", "H", "H", "H", "H", "H", "O", "H", "H", "H", "C", "H", "H", "H", "H", "H", "C", "H", "H", "C", "C", "H", "H", "H", "H", "C", "O", "C", "O", "N", "H", "C", "H", "C", "H", "H", "O", "H", "H", "H"], "coordinates": [[2.903, 0.595, 1.705], [4.816, -6.575, 4.531], [-0.837, -1.456, -4.133], [-3.676, 0.630, -4.919], [5.050, 0.957, -0.292], [2.798, -0.208, 3.725], [-2.051, -2.361, -5.588], [1.492, 5.000, 0.112], [5.380, 2.707, 0.125], [-3.719, -0.063, -4.028], [3.610, 4.784, -0.247], [1.181, -6.218, 0.545], [0.416, 3.097, 2.211], [4.544, 4.153, -2.080], [-0.034, 1.784, -0.682], [0.603, 4.906, -5.676], [-0.213, 5.196, -4.947], [0.627, 0.775, 3.226], [-4.811, -0.139, -3.739], [0.331, 3.012, 3.296], [-5.077, -5.727, 0.855], [-1.903, -2.290, 2.567], [0.659, -5.336, 1.586], [0.039, -4.730, 1.130], [0.871, 5.025, 3.252], [3.618, -3.716, 7.656], [1.552, 1.789, -4.087], [-3.247, 2.673, -0.611], [0.871, -1.771, 0.592], [1.767, 5.610, -5.197], [1.202, -0.529, 1.242], [-0.935, -2.401, -3.029], [5.652, -5.136, 3.739], [-4.200, -6.343, 0.493], [-2.392, 1.792, 1.717], [-3.817, -0.917, -0.789], [1.440, 3.053, -6.309], [-2.527, 3.786, -3.044], [2.241, 3.458, 0.756], [-0.591, -2.067, 0.850], [-1.846, -2.207, -2.619], [0.492, -2.643, -5.387], [-0.362, 0.993, -1.393], [4.509, 4.604, 0.352], [2.715, 3.953, -2.024], [-3.386, -2.658, -0.949], [0.426, 2.610, -1.267], [2.698, 0.177, -0.003], [-3.620, 3.788, -2.933], [2.578, 5.375, -5.752], [1.896, 5.413, -4.191], [-4.867, -4.428, 0.271], [3.549, -4.797, 4.334], [2.551, -2.986, 4.310], [-6.894, -3.747, 0.256], [5.685, 2.001, -1.577], [2.618, 0.425, 4.623], [-2.211, 4.749, -3.509], [0.828, 1.679, 3.855], [-0.762, -0.456, -3.660], [0.377, -6.730, 0.066], [-2.465, 1.588, -1.657], [1.072, -1.612, -0.417], [-1.161, 2.988, 3.447], [2.162, 1.672, 4.250], [4.514, 6.371, -1.297], [-6.028, -6.140, 0.500], [5.453, -5.237, 5.456], [0.332, 5.329, -7.074], [1.379, 3.158, -4.348], [-3.565, -1.955, 0.674], [-3.315, -1.328, -4.362], [0.193, 6.349, -7.258], [2.563, -0.156, 0.998], [-1.468, 2.851, 4.426], [2.239, 1.328, -4.814], [-5.521, -2.545, -1.466], [-1.124, 0.881, 1.482], [-0.876, -3.435, -0.701], [-1.151, -1.302, 0.320], [-6.207, -1.174, -0.069], [4.987, -5.471, 4.508], [-1.441, 3.909, 3.198], [1.744, -5.569, -0.168], [-0.898, -1.935, 2.351], [-5.419, -2.310, -0.437], [-5.843, -3.105, 1.549], [0.736, 1.478, -0.067], [0.207, 1.448, 4.718], [1.881, -0.141, 5.185], [1.202, 5.015, -7.680], [-2.045, -0.674, -5.809], [-4.144, -0.347, 4.432], [-0.527, 4.757, -7.396], [-5.598, -0.745, 2.090], [2.371, 4.533, 0.594], [0.427, -1.634, -5.017], [5.031, 1.997, -0.664], [2.164, -3.967, 6.554], [0.757, 3.461, -5.533], [-5.131, -5.599, 1.933], [-3.947, -1.964, -0.337], [0.419, 4.490, 4.827], [-7.132, -1.418, 0.350], [2.078, -5.267, 2.786], [-4.184, -0.628, 3.411], [-0.903, -3.437, 0.295], [3.107, -5.237, 2.970], [-1.912, 1.305, 0.940], [2.964, -5.312, 5.093], [-2.398, 2.977, -3.837], [-3.731, 0.110, 2.808], [1.993, 1.699, -3.101], [1.415, -1.460, -4.444], [-5.533, -0.748, 3.045], [1.366, -2.688, 0.942], [-3.226, 0.420, -3.180], [-6.404, -0.478, -0.812], [-2.313, 2.474, -1.069], [3.506, -4.735, 2.187], [0.469, -0.896, -5.909], [-0.748, -0.944, 2.673], [3.485, 0.654, 5.207], [-1.145, 3.183, 0.519], [3.660, 3.825, -1.436], [-0.235, 2.951, -5.612], [4.356, -2.927, 3.784], [-5.853, -3.421, 0.505], [0.990, 4.205, 3.952], [-1.868, -3.709, 0.506], [1.869, -6.984, 0.961], [2.595, -2.380, 7.306], [2.926, 6.382, -1.298], [-2.084, -1.444, -5.052], [-1.905, 3.590, -1.822], [3.568, -3.333, 4.485], [3.738, 2.423, -1.121], [3.711, 6.195, -0.665], [2.008, 4.269, 4.335], [-1.288, 2.211, 0.015], [2.409, 5.003, 1.596], [3.014, -3.307, 6.895], [3.216, -1.060, 1.090], [-0.880, -3.352, -3.383], [3.953, -2.943, 5.838], [-3.590, -1.535, 3.331], [-0.239, -2.656, 2.908], [0.600, 1.250, -4.232]], "homo_energy_ev": -8.351, "de_lowest_kcal_mol": 54.6, "homo_lumo_gap_ev": 8.87, "charge": 0, "lumo_ha": 0.0190, "smiles": "COC[C@H](C)N.COC[C@H](C)N.COC[C@H](C)N.COC[C@H](C)N.COC[C@H](C)N.COC[C@H](C)N.COC[C@H](C)N.COC[C@H](C)N.CO.CO", "fmax_ev_per_a": 3.93}

=====

[3]
{"formula": "C34H97N5O12", "method": "wB97M-V/def2-TZVPD", "symbols": ["H", "H", "C", "C", "H", "H", "H", "C", "H", "H", "H", "H", "O", "H", "H", "C", "N", "O", "H", "H", "H", "C", "H", "O", "H", "H", "C", "H", "H", "C", "C", "C", "H", "H", "O", "O", "C", "C", "H", "H", "H", "O", "H", "H", "H", "H", "H", "H", "H", "H", "H", "H", "H", "H", "H", "H", "H", "C", "O", "H", "H", "H", "H", "H", "H", "C", "H", "H", "H", "H", "H", "H", "H", "H", "H", "H", "H", "H", "H", "H", "C", "O", "H", "H", "C", "C", "H", "H", "C", "H", "C", "H", "H", "C", "C", "C", "H", "O", "N", "H", "C", "C", "C", "H", "C", "H", "H", "H", "H", "N", "H", "H", "H", "H", "H", "H", "H", "H", "H", "H", "H", "H", "C", "C", "H", "H", "C", "H", "H", "O", "C", "N", "H", "C", "C", "H", "H", "O", "N", "H", "C", "C", "C", "H", "H", "O", "H", "H"], "coordinates": [[2.896, 1.014, -1.591], [-5.464, 2.224, 1.234], [3.825, -2.658, -4.534], [-0.080, -1.328, -6.275], [8.110, -1.441, -1.802], [7.639, 0.961, -2.806], [3.176, -2.806, -3.671], [-5.460, -0.808, -1.574], [-0.154, 1.217, 1.718], [-2.251, 0.043, 1.131], [-1.891, 0.084, -0.625], [1.509, -2.308, -0.274], [-2.393, -0.811, 5.859], [0.627, -3.460, -4.309], [-0.208, 4.100, 3.981], [4.585, 1.592, 1.051], [-1.379, 2.497, 0.808], [-2.819, 1.704, -2.153], [0.156, 1.869, -1.316], [1.317, -4.012, -2.957], [-2.556, -6.105, -2.254], [-0.915, -2.769, -2.312], [-3.464, -1.690, -0.893], [-2.314, 3.034, 7.228], [-1.606, -5.212, -4.898], [-1.076, 3.001, 1.629], [3.057, -1.872, 3.964], [4.013, -1.596, -4.692], [7.245, -1.284, -3.189], [3.070, -3.218, -5.789], [-1.063, 2.064, -3.820], [-1.467, 0.126, 0.378], [-0.018, 3.328, 5.597], [-1.441, 4.874, 7.597], [-3.879, 2.429, 2.506], [-2.481, 4.857, 2.593], [2.086, 0.313, -1.794], [-2.557, 2.106, -3.507], [2.322, -1.378, -6.624], [-1.102, -2.068, 3.061], [2.275, -4.558, 1.462], [6.795, 2.167, 0.185], [1.529, -2.867, -7.359], [-3.655, 1.517, 6.946], [-3.161, -1.117, 3.946], [-0.247, 6.089, 2.431], [3.602, -2.563, 4.607], [-0.687, 1.081, -3.537], [4.168, 1.183, 1.971], [2.686, -4.188, -5.472], [-2.743, 6.361, 5.194], [7.036, 1.390, -0.325], [-4.226, 0.530, -2.324], [-3.095, 4.968, 6.978], [1.167, -1.844, 1.965], [-2.335, 2.359, 1.101], [-0.446, -1.665, -7.244], [-2.278, -0.763, 4.479], [-3.112, -4.556, -3.635], [-2.029, 5.286, 3.323], [-5.812, 2.744, 2.925], [-2.896, 3.129, -3.665], [-6.505, -1.106, -1.663], [6.475, 0.741, 1.509], [1.091, 2.357, 0.021], [-4.440, -1.957, -1.299], [4.739, -3.224, -4.354], [-5.512, -0.140, -0.713], [-0.156, -1.453, 4.341], [6.228, -1.057, -0.313], [-1.954, -2.440, -2.287], [-1.385, -2.674, 4.686], [-3.405, -6.496, -3.686], [4.397, 0.804, 0.322], [0.440, 4.996, 5.370], [-0.261, -2.030, -2.776], [-1.991, 0.210, 4.080], [6.200, 2.225, 2.296], [1.491, -4.765, -0.154], [4.000, 2.480, 0.808], [-2.250, 5.783, 1.599], [1.275, 0.354, -0.558], [4.149, -2.147, 0.141], [-2.711, 6.719, 1.914], [6.070, -1.231, -1.377], [-5.255, 2.055, 2.290], [-1.491, -0.677, 6.160], [4.827, -3.921, -6.541], [-1.170, -1.775, 4.108], [-4.300, -2.582, -2.181], [-1.722, 4.639, 5.396], [-4.422, 2.888, 7.239], [5.818, -2.268, -1.596], [-5.439, 0.594, 2.663], [2.218, -1.919, 1.683], [-0.757, -4.198, -3.026], [-3.825, 3.369, 2.694], [2.995, -2.600, 2.643], [-1.794, 6.082, 4.988], [-3.758, 2.600, 5.610], [6.022, 1.720, 1.347], [-3.543, 2.568, 6.679], [-0.764, 6.033, 1.473], [-0.924, -1.095, -5.627], [1.910, -2.375, -6.465], [4.015, -3.628, 0.495], [-1.193, 6.711, 5.501], [-0.776, -4.989, -2.277], [-4.657, -2.809, -0.654], [0.591, -4.208, -3.631], [-2.623, 5.437, 0.635], [-0.378, 2.756, -3.331], [-6.522, 0.492, 2.727], [-2.139, 2.119, -1.618], [-4.279, -5.668, -2.340], [4.535, -2.443, -6.935], [-5.091, 0.357, 3.669], [2.522, -0.683, -1.865], [-0.846, 2.012, -4.887], [3.677, -0.978, 3.887], [0.336, -0.329, -6.404], [-4.958, -0.057, 1.934], [-3.349, -5.738, -2.905], [-1.810, -4.450, -4.146], [1.538, 0.438, -2.728], [-2.386, 3.983, 4.833], [2.193, -2.812, 0.408], [-3.159, 1.380, -4.055], [-0.782, -0.722, 0.377], [7.482, 0.514, -1.970], [-0.583, 1.329, 0.722], [3.574, -2.942, -0.100], [0.678, -3.865, 1.210], [7.274, -0.858, -2.186], [-2.148, 4.433, 6.895], [-0.555, -2.808, -1.284], [-0.626, 6.953, 0.904], [0.856, -2.216, -5.616], [4.063, -3.330, -6.837], [5.184, -0.611, -1.521], [0.527, 1.504, -0.358], [1.615, -4.118, 0.714], [-0.281, 4.239, 5.059], [-0.245, 5.254, 0.914], [2.705, -0.959, 1.511], [-4.990, 0.034, -2.629], [2.134, -1.611, 4.481], [-1.857, -3.494, -4.667]], "s_squared": 0.75, "homo_energy_ev": [0.719, -6.920], "de_lowest_kcal_mol": 0.0, "homo_lumo_gap_ev": [1.38, 9.03], "spin_multiplicity": 2, "charge": -1, "lumo_ha": [0.0770, 0.0774], "fmax_ev_per_a": 3.13}